{"formula": "C34H47F6IN2O9Si", "method": "ωB97M-V/def2-TZVPD", "homo_lumo_gap_ev": 9.47, "multiplicity": 1, "species": ["C", "C", "C", "C", "C", "C", "C", "C", "C", "C", "O", "Si", "C", "C", "C", "C", "C", "O", "I", "N", "C", "O", "C", "C", "C", "O", "C", "C", "C", "C", "C", "C", "O", "C", "N", "H", "H", "H", "H", "H", "H", "H", "H", "H", "H", "H", "H", "H", "H", "H", "H", "H", "H", "H", "H", "H", "H", "H", "H", "H", "H", "H", "H", "H", "H", "H", "H", "H", "H", "H", "H", "H", "C", "C", "O", "C", "O", "C", "F", "F", "F", "H", "H", "H", "H", "H", "C", "C", "O", "C", "O", "C", "F", "F", "F", "H", "H", "H", "H", "H"], "coordinates": [[0.431, -1.726, -2.514], [0.745, -0.285, -3.078], [-0.510, 0.663, -3.156], [2.010, 0.393, -2.368], [1.570, 0.801, -0.904], [2.565, 0.457, 0.285], [1.718, -0.622, 1.114], [3.957, -0.229, 0.028], [4.045, -1.735, -0.434], [4.132, -2.802, 0.718], [3.316, -3.931, 0.291], [4.213, -5.385, 0.232], [4.178, -6.189, 1.953], [3.214, -6.558, -0.919], [5.941, -5.235, -0.546], [4.981, 0.494, -0.989], [6.473, 0.380, -0.522], [7.020, -0.640, -0.260], [7.730, 2.173, -0.361], [4.681, 0.007, 1.330], [4.290, 1.355, 1.702], [4.949, 2.058, 2.415], [2.848, 1.802, 1.102], [2.048, 2.050, 2.422], [0.504, 2.235, 2.230], [-0.035, 3.000, 1.467], [-0.444, 1.346, 3.114], [-0.049, 1.083, 4.492], [-0.885, 0.227, 5.325], [-2.103, -0.382, 4.812], [-2.478, -0.076, 3.430], [-1.677, 0.765, 2.567], [3.242, 2.916, 0.259], [2.728, 4.092, 0.654], [2.190, 5.067, 0.925], [1.363, -2.322, -2.301], [-0.312, -2.294, -3.127], [-0.056, -1.588, -1.501], [1.082, -0.451, -4.146], [-1.394, 0.007, -3.407], [-0.719, 1.250, -2.231], [-0.370, 1.322, -4.053], [2.827, -0.359, -2.442], [2.201, 1.330, -2.953], [1.289, 1.892, -0.945], [0.596, 0.272, -0.706], [0.686, -0.240, 1.352], [2.234, -0.855, 2.079], [1.543, -1.554, 0.507], [3.129, -1.991, -1.037], [4.909, -1.943, -1.124], [3.638, -2.445, 1.669], [5.173, -3.099, 1.005], [4.045, -5.419, 2.768], [5.014, -6.900, 2.165], [3.232, -6.806, 1.994], [2.106, -6.370, -0.825], [3.489, -7.632, -0.787], [3.466, -6.248, -1.977], [6.090, -6.036, -1.320], [6.685, -5.482, 0.271], [6.208, -4.214, -0.917], [4.736, 1.571, -1.165], [4.944, 0.003, -2.003], [4.333, -0.528, 2.132], [2.183, 1.128, 3.055], [2.469, 2.884, 3.054], [0.900, 1.518, 4.888], [-0.582, -0.008, 6.372], [-2.723, -1.060, 5.445], [-3.404, -0.538, 2.988], [-1.943, 0.985, 1.504], [-3.816, 4.845, -1.706], [-3.214, 4.031, -2.833], [-4.171, 3.088, -3.346], [-5.050, 3.566, -4.234], [-5.089, 4.701, -4.614], [-5.969, 2.445, -4.724], [-6.413, 1.672, -3.715], [-5.334, 1.631, -5.587], [-7.051, 2.915, -5.355], [-4.213, 4.188, -0.930], [-3.066, 5.503, -1.265], [-4.646, 5.457, -2.063], [-2.373, 3.448, -2.457], [-2.831, 4.670, -3.631], [-8.280, 1.936, -0.474], [-8.550, 0.680, 0.329], [-7.343, 0.201, 0.948], [-6.996, 0.794, 2.095], [-7.610, 1.676, 2.623], [-5.727, 0.153, 2.657], [-4.776, -0.044, 1.709], [-5.972, -1.052, 3.203], [-5.158, 0.894, 3.619], [-7.481, 1.764, -1.198], [-9.178, 2.251, -1.006], [-7.956, 2.754, 0.172], [-8.894, -0.114, -0.334], [-9.330, 0.838, 1.076]], "forces_ev_per_a": [[-0.242, 0.899, 1.315], [0.863, -0.371, -0.853], [0.070, -0.985, -0.787], [-2.024, -0.113, -0.209], [0.133, -0.123, -0.891], [-2.662, 0.115, -0.751], [0.021, 0.607, 0.378], [2.543, 0.068, -0.451], [-0.546, -0.790, 0.448], [-1.468, 0.315, 0.338], [1.927, -0.474, 0.139], [-1.214, -0.978, -0.625], [-0.671, -0.060, 0.501], [-0.103, 0.957, -0.640], [0.788, -0.160, 0.877], [-0.393, 1.079, -0.658], [-0.259, -0.841, 0.142], [-0.470, 0.348, -0.376], [-0.591, -0.083, -0.175], [-1.408, 1.164, 0.262], [0.196, 0.281, 0.400], [-0.459, -0.312, -0.281], [3.008, -2.750, 1.663], [-0.789, -0.068, 0.006], [-1.457, -0.671, 0.857], [0.931, -0.342, -0.190], [-0.103, -0.902, 1.070], [-1.709, -1.035, -0.835], [-0.496, 0.013, -1.199], [1.510, 1.678, -1.566], [0.796, -0.102, 0.244], [1.109, 0.046, 2.107], [-1.758, 1.758, 0.761], [0.574, -2.162, -1.022], [0.136, 0.548, 0.203], [-0.911, 0.466, -0.599], [0.826, 0.468, 0.304], [0.376, -0.295, -0.933], [-0.402, 0.188, 0.962], [0.685, 0.812, 0.421], [0.180, -0.472, -0.742], [-0.183, -0.206, 1.032], [-0.404, 0.875, 0.168], [0.402, -0.941, 0.460], [0.535, -1.036, 0.334], [1.048, 0.528, -0.076], [1.166, -0.211, -0.135], [-0.616, -0.150, -0.714], [0.511, 0.916, 0.581], [0.817, 0.243, 0.766], [-0.734, 0.616, 0.777], [0.607, -0.155, -0.944], [-0.655, 0.350, -0.508], [0.492, -0.821, -0.682], [-0.527, 0.772, -0.059], [0.894, 0.611, -0.109], [1.055, -0.503, 0.123], [-0.377, 0.822, -0.052], [-0.208, -0.477, 0.945], [-0.260, 0.977, 0.512], [-0.610, 0.362, -0.825], [-0.219, -0.914, 0.036], [0.203, -0.810, 0.294], [0.048, 0.497, 1.017], [0.338, -0.431, -0.479], [-0.053, 0.859, -0.791], [-0.310, -0.582, -1.001], [-1.037, -0.461, -0.287], [-0.213, 0.356, -0.996], [0.640, 0.749, -0.698], [1.735, 0.488, 0.888], [0.129, -0.289, 1.143], [-0.353, 0.031, -0.028], [0.464, 0.454, 0.452], [-0.430, -0.327, -0.507], [1.057, 0.658, 0.623], [-0.419, -0.399, -0.224], [-1.010, -0.997, -0.491], [0.259, 0.317, 0.012], [0.185, 0.358, 0.235], [0.446, 0.245, 0.232], [0.161, -0.012, 0.011], [0.007, -0.071, -0.030], [0.116, 0.040, -0.051], [-0.207, -0.236, -0.121], [-0.252, -0.083, -0.081], [0.320, 0.173, 0.114], [-0.561, 0.277, -0.477], [0.472, -0.188, 0.576], [-1.127, 0.208, -0.877], [0.536, -0.197, 0.299], [1.452, -0.418, 0.671], [-1.027, 0.317, -0.248], [-0.354, 0.222, -0.265], [-0.752, 0.143, -0.440], [-0.133, -0.081, -0.043], [0.020, -0.062, 0.027], [-0.134, -0.030, 0.025], [0.281, -0.129, 0.139], [0.237, 0.030, 0.129]], "mulliken_charge": [-1.17, 0.12, -1.22, -0.58, -0.92, 2.81, -2.32, 0.44, -0.06, -0.45, -0.39, 0.65, -1.08, -1.11, -1.00, -1.10, -0.23, -0.40, -0.04, -0.33, -0.66, -0.55, 0.63, -1.10, 0.66, -0.56, 0.42, -0.61, -0.59, -0.72, -0.31, -0.41, -0.30, 0.65, -0.56, 0.17, 0.44, 0.19, 0.55, 0.36, 0.15, 0.34, 0.11, 0.45, 0.33, 0.28, 0.40, 0.58, 0.19, -0.87, 0.53, 0.13, 0.41, 0.29, 0.35, 0.27, 0.30, 0.30, 0.27, 0.35, 0.30, 0.26, 0.69, 0.56, 0.63, 0.35, 0.71, 0.39, 0.33, 0.38, 0.44, 0.46, -1.22, 0.07, -0.27, 0.33, -0.51, 0.87, -0.21, -0.25, -0.25, 0.29, 0.39, 0.37, 0.07, 0.35, -1.11, -0.24, -0.31, 0.09, -0.51, 1.20, -0.26, -0.28, -0.23, 0.28, 0.42, 0.32, 0.34, 0.33]}